The following is a quantum chemistry calculation of C19H20N5O3S2Tl as an isolated structure, from the Open Molecules 2025 dataset.

XYZ file:
```
50
Properties=species:S:1:pos:R:3:forces:R:3:lowdin_charge:R:1
Tl -0.52181 -2.59646 -0.78348 -0.428 -0.810 -0.026 0.7155
S 4.49195 -3.60069 2.47098 1.015 -0.972 0.234 0.5407
S 4.27832 -2.68063 -2.71280 1.620 -0.050 -0.876 0.3562
O -0.47191 -0.44080 0.75763 -0.364 0.333 0.201 -0.2727
O -2.88286 -1.66029 0.79554 0.164 -0.178 0.045 -0.0042
O 0.23159 -2.65281 1.83887 -0.420 -0.403 -0.211 -0.1880
N 2.97722 5.12017 -6.78451 -0.029 -0.147 0.153 0.1096
N 1.83329 -2.50730 -1.42342 0.557 0.072 0.077 -0.0713
N 2.42790 -1.86112 1.91688 1.320 -0.839 -0.119 0.1488
N -4.04363 0.24805 1.00035 -0.411 0.051 0.127 -0.1641
N 0.92281 -1.56529 3.77182 -0.192 -0.031 0.280 -0.1885
C 0.90787 -1.69056 2.28925 -0.464 0.690 0.376 -0.6657
C 2.87254 -2.57712 -1.94945 -1.562 0.053 0.678 -1.0545
C 1.99698 -0.78413 4.34224 -0.136 -0.101 0.002 -0.1217
C -2.86858 -0.45575 0.87866 0.034 0.151 0.071 -0.4152
C 0.61686 3.48673 -4.86557 0.319 0.235 -0.280 -0.0577
C -0.41652 -0.40425 -2.10122 -0.127 0.345 -0.256 -0.1255
C -4.16010 1.68047 0.93995 0.235 0.129 -0.079 -0.0757
C 2.70485 2.26962 -4.73830 0.028 0.453 -0.334 -0.0353
C 0.12763 0.45378 -2.79657 -0.420 -0.281 0.322 -0.1920
C 0.56099 -0.27581 1.69719 0.293 -0.053 0.078 -0.1056
C 1.97093 3.36939 -5.22268 -0.614 -1.020 0.896 -0.2727
C 0.02055 2.54049 -4.07397 -0.106 -0.179 0.166 -0.0471
C 0.74316 1.42734 -3.59142 0.255 0.368 -0.326 -0.2626
C 2.10681 1.32519 -3.94548 -0.179 -0.160 0.163 -0.0144
C 2.54361 4.32215 -6.06985 0.572 1.001 -0.886 -0.2394
C -5.28413 -0.47281 0.82614 0.173 -0.194 -0.001 -0.0611
C -1.58885 0.37986 0.83834 0.113 -0.040 -0.247 -0.1464
C 3.26376 -2.66736 2.13476 -0.979 1.421 -0.303 -0.8517
C 0.83382 -2.84881 4.43267 -0.083 -0.003 -0.194 -0.1060
H -1.54073 1.03233 1.72140 -0.039 -0.037 -0.097 0.1240
H -5.76155 -0.19697 -0.11854 -0.100 0.014 -0.020 0.0876
H 0.24893 0.39739 2.50648 -0.019 -0.075 -0.106 0.1114
H -1.02891 2.63553 -3.81617 0.103 -0.066 0.026 0.1067
H -5.96504 -0.26580 1.65558 -0.059 0.025 -0.029 0.0810
H 2.96078 -1.31693 4.31945 -0.008 0.092 0.039 0.0695
H 2.11563 0.15222 3.80300 0.049 0.159 -0.007 0.0754
H -4.08181 2.05287 -0.08725 -0.048 0.099 -0.025 0.0936
H -3.39496 2.16799 1.54009 0.035 0.051 0.007 0.0792
H 1.44141 0.12890 1.18580 -0.143 0.064 0.029 0.1265
H 1.79220 -3.39257 4.41194 -0.042 -0.065 0.030 0.0735
H -1.63880 1.00075 -0.07491 -0.003 -0.002 0.213 0.1244
H -5.04143 -1.53232 0.80424 -0.128 0.017 0.005 0.0820
H 0.53795 -2.69378 5.47565 0.023 -0.039 0.007 0.0711
H 0.08093 -3.43009 3.90343 0.054 -0.103 0.123 0.0771
H 3.75012 2.17443 -5.00922 -0.036 -0.020 0.018 0.1129
H -5.13556 1.96523 1.33968 0.065 0.034 -0.003 0.0795
H 1.74647 -0.57032 5.38655 0.077 0.115 0.006 0.0730
H 0.04868 4.33466 -5.23486 0.026 -0.058 0.018 0.1061
H 2.67063 0.47522 -3.58489 0.007 -0.047 0.033 0.1138
```
Forces are in eV/Å.

## Properties
- charge = -2
- LUMO energy (eV) = 4.1
- Kohn-Sham gap (eV) = 5.853
- DFT total energy (eV) = -59982.5782
- HOMO (eV) = -1.774

---

The following is a quantum chemistry calculation of one molecule with the formula C19H20N8O2, from the Open Molecules 2025 dataset.

XYZ file:
```
49
Properties=species:S:1:pos:R:3:forces:R:3:lowdin_charge:R:1
O -1.19692 1.15664 -4.72025 -0.027 1.367 -1.952 0.0884
O -4.32788 0.69183 -1.56970 0.854 -0.069 -0.244 0.0874
N -0.93839 -3.31721 2.94989 -0.728 -1.673 1.508 -0.0474
N -0.56730 0.31409 -2.79370 -2.189 0.783 0.407 0.1407
N 3.64276 2.25001 2.48862 -1.324 0.114 -3.626 0.1518
N 0.35108 -0.36498 -0.81330 -0.073 0.592 0.594 -0.0212
N -1.92513 -2.50723 3.43300 0.328 0.678 -0.997 0.0442
N -2.81058 0.90358 -3.20349 -0.987 0.156 1.110 0.2171
N -2.27428 -2.93893 4.57077 0.242 0.600 0.301 -0.0362
N -1.53759 -4.01327 4.94355 -0.905 -0.584 -0.515 0.0287
C 2.77328 2.55208 0.00293 -0.647 -0.215 -0.099 -0.2760
C 0.80446 0.90247 -0.11347 -0.534 -0.419 -0.582 -0.2237
C -3.15056 0.66058 -1.89980 -2.275 0.040 1.465 -0.3959
C -0.18762 -3.12305 1.76940 1.025 2.095 -2.108 -0.1597
C -0.30765 -1.87619 1.05883 1.151 -1.035 -0.396 0.0797
C 3.24995 2.33527 1.37663 1.157 0.117 3.606 -0.1772
C -0.10030 2.06283 -0.48662 -0.985 0.409 0.597 -0.2608
C -0.82785 -4.30140 3.90144 1.504 0.154 -0.353 -0.1494
C -1.60562 1.73678 -0.22596 1.507 -0.120 0.470 -0.0613
C -2.05268 0.42567 -0.86397 0.045 -0.955 -1.357 -0.1354
C 1.46540 -2.48860 -0.48024 0.274 -0.764 -0.823 -0.0267
C 0.79947 -4.01895 1.30746 -0.003 0.289 -0.493 -0.0146
C -1.52735 0.88519 -3.60296 2.723 -1.891 -1.172 -0.5486
C 1.60380 -3.71556 0.17400 -0.739 0.570 1.087 -0.0561
C 1.74273 3.70322 -0.06953 0.697 0.468 0.124 -0.1581
C 0.35618 3.30135 0.30650 -1.294 -0.094 -0.464 -0.1627
C -0.91159 -0.33599 -1.58026 1.278 0.156 1.440 -0.2424
C 0.50134 -1.56538 -0.09269 -0.376 -1.259 2.089 -0.2463
C 2.21026 1.24196 -0.58446 0.480 -0.445 0.398 -0.1036
H 2.08807 -2.33567 -1.38812 -0.533 0.252 0.809 0.1263
H -2.44433 -0.23998 -0.08322 -0.226 0.213 -0.483 0.1473
H 1.66815 4.11362 -1.07912 0.478 -0.196 -0.142 0.1254
H -2.18920 2.58547 -0.52722 -0.482 0.345 -0.259 0.1217
H -0.95873 -1.11177 1.43110 -0.429 0.142 0.186 0.0946
H 2.21853 1.30838 -1.66552 -0.131 0.083 -0.292 0.1219
H -0.32994 4.13157 0.04259 0.274 -0.310 0.355 0.1332
H 0.34750 0.17742 -3.16074 0.293 -0.019 -0.436 0.1495
H 2.39606 -4.37691 -0.17894 -0.428 -0.090 0.327 0.1081
H -0.18476 -5.17330 3.85630 0.028 0.397 -0.179 0.1224
H 3.62983 2.85436 -0.58134 0.419 -0.014 -0.127 0.1412
H 0.95227 -4.95222 1.82471 0.050 -0.164 0.021 0.0942
H 2.85825 0.40592 -0.31726 0.200 0.029 -0.061 0.1223
H -1.77128 1.60334 0.84426 0.154 0.308 0.123 0.1292
H -3.55737 1.13471 -3.86666 0.636 -0.057 0.388 0.1909
H 0.27166 3.11373 1.36774 -0.111 -0.083 0.442 0.1232
H 0.80761 0.78140 1.00246 -0.177 -0.101 -0.768 0.1719
H 0.00361 2.31362 -1.55134 0.144 -0.202 0.205 0.1469
H 2.09810 4.51472 0.57414 -0.074 -0.018 -0.133 0.1247
H -1.15542 -1.40519 -1.72642 -0.265 0.421 0.006 0.1702
```
Forces are in eV/Å.

## Properties
- SMILES string = N#C[C@@H]1CC[C@@H]2C[C@H]3C(=O)NC(=O)N[C@H]3N(c3cccc(-n4cnnn4)c3)[C@H]2C1
- LUMO energy (eV) = 0.0
- Kohn-Sham gap (eV) = 9.398
- DFT total energy (eV) = -36042.7521
- HOMO (eV) = -9.428

---

The following is a quantum chemistry calculation of one molecule with the formula C19H20O4, from the Open Molecules 2025 dataset.

XYZ file:
```
43
Properties=species:S:1:pos:R:3:forces:R:3:lowdin_charge:R:1
O -1.49541 -0.41978 5.27304 0.162 -0.056 -0.420 -0.0577
O -2.49116 2.89413 -2.42000 0.330 -0.237 -0.055 0.1186
O -0.10265 -1.44115 3.35625 -0.304 0.295 0.199 -0.0618
O -0.92076 1.63929 -3.32884 0.017 0.013 -0.352 0.0829
C 1.81318 -2.10842 -4.80623 0.007 0.037 0.026 -0.0428
C -2.49414 1.23943 3.79374 0.111 -0.254 0.383 -0.0091
C -1.66097 0.16412 4.06132 0.022 -0.016 -0.030 -0.1968
C -1.97192 1.79330 0.14631 0.113 0.075 -0.829 -0.0028
C -0.89927 -0.39514 3.00497 0.038 -0.099 0.122 -0.1892
C -1.00269 0.13248 1.73582 0.013 -0.053 0.107 0.0453
C -1.84789 1.21976 1.46549 -0.094 -0.115 0.732 -0.2181
C 2.63483 -0.50791 -3.04637 -0.028 0.056 0.040 -0.2420
C 0.68274 -2.04745 2.36075 0.133 -0.097 -0.189 -0.0800
C -1.65944 2.03681 -2.25873 -0.613 0.509 0.165 -0.4694
C 1.25631 1.34064 -2.31807 -0.293 0.138 -0.187 -0.0171
C -2.58252 1.76240 2.51550 0.193 -0.084 -0.503 -0.0311
C 0.44548 -0.18543 -3.98824 -0.174 0.263 0.149 0.0444
C 3.91945 -1.27302 -2.95657 -0.056 0.009 -0.035 -0.0487
C -1.42518 1.33652 -0.99067 -0.117 -0.129 0.482 -0.0034
C -2.21397 0.09007 6.36947 -0.147 0.113 0.197 -0.0785
C 0.25183 0.92997 -3.18471 0.511 -0.207 0.122 -0.2674
C 2.43124 0.61483 -2.25628 -0.042 -0.087 -0.052 -0.0321
C 1.62698 -0.90826 -3.93031 -0.024 0.123 0.113 -0.2284
H 3.73266 -2.30724 -2.66865 0.077 -0.101 0.013 0.0820
H 0.93437 -2.27549 -5.42270 -0.029 -0.053 -0.057 0.0772
H 1.39968 -1.34263 1.92605 -0.041 -0.019 0.006 0.0971
H -0.34410 -0.47812 -4.66341 -0.103 -0.038 -0.088 0.1264
H 0.06540 -2.47485 1.56341 0.020 0.033 0.023 0.0984
H -3.29489 0.00574 6.21718 0.047 0.014 -0.007 0.0978
H 4.58460 -0.82428 -2.22353 0.070 -0.009 0.031 0.0752
H -1.95545 1.13495 6.56975 -0.017 -0.040 -0.023 0.0977
H 4.42569 -1.28578 -3.92109 0.115 -0.061 -0.045 0.0832
H 1.99124 -2.99935 -4.20481 0.027 -0.109 -0.023 0.0838
H -0.41878 -0.28506 0.93294 0.106 -0.095 -0.059 0.1018
H -3.23799 2.59974 2.33039 -0.061 0.098 -0.039 0.1145
H 2.67470 -1.97386 -5.45914 0.063 -0.070 -0.081 0.0849
H 3.21034 0.93502 -1.57948 0.088 0.024 0.061 0.1113
H -1.92189 -0.52225 7.22098 -0.052 0.072 -0.037 0.0952
H -0.82501 0.44031 -1.02868 0.014 -0.041 0.128 0.1061
H 1.22461 -2.84720 2.86295 -0.015 0.045 -0.082 0.0950
H 1.11483 2.21870 -1.70526 0.001 0.077 0.035 0.1264
H -3.08222 1.68184 4.58177 -0.029 0.002 0.106 0.1053
H -2.57187 2.69262 0.07366 -0.041 0.076 -0.048 0.1259
```
Forces are in eV/Å.

## Properties
- SMILES string = COc1ccc(/C=C/C(=O)Oc2ccc(C)c(C)c2)cc1OC
- LUMO energy (eV) = 0.1
- Kohn-Sham gap (eV) = 8.111
- DFT total energy (eV) = -28216.6901
- HOMO (eV) = -8.051

---

> The lowest Kohn-Sham gap belongs to which entry?

C19H20N5O3S2Tl

---

> The lowest LUMO energy belongs to which entry?

C19H20N8O2

---

> What is the formula in the third record?

C19H20O4

---

> Which of these has the highest LUMO energy?

C19H20N5O3S2Tl